Record 1
Here is C43H42AsBrCaCl3N11O4S5Se as an isolated structure from the Open Molecules 2025 dataset. Energies are from ωB97M-V with the def2-TZVPD basis set.

Geometry as XYZ:
```
112
Properties=species:S:1:pos:R:3:forces:R:3
Ca -0.21738 0.67604 0.63526 0.7584 0.2736 -1.3374
S -1.94129 -2.47500 -3.22164 0.0801 -0.1126 0.0324
As -0.60499 -2.57244 -1.55574 -0.0486 0.2021 0.1149
S -1.92465 -1.52588 0.10547 -0.2628 -0.2743 0.1374
S 0.91559 -1.04965 -1.62448 -0.2357 0.0590 -0.0441
S 0.10488 -4.46296 -0.99723 0.0248 -0.0265 -0.0290
O 3.33572 -3.48443 4.19672 -0.0129 -0.0292 -0.0667
C 2.53484 -2.58890 3.50413 0.0916 -0.0587 0.0432
C 1.51457 -2.98894 2.73132 0.0287 -0.0559 -0.1644
C 0.59710 -1.98436 2.08321 -0.0738 0.0922 0.2255
N 1.26525 -0.68058 1.90708 0.1235 -0.2449 0.0906
C 2.22073 -0.41406 2.73562 0.0233 0.1551 0.1122
Br 2.86977 1.44959 2.63244 -0.0311 -0.0574 -0.0112
C 2.88716 -1.20966 3.63974 -0.0837 -0.0059 -0.0678
H 2.95583 -4.35667 4.03936 0.0281 0.0474 0.0156
H 1.32524 -4.04116 2.54825 0.0251 0.0035 -0.0189
H 0.37443 -2.35907 1.08285 -0.0027 0.0468 -0.0364
H 3.68875 -0.86384 4.26841 0.0028 -0.0025 0.0079
N -2.62003 0.49693 -4.52661 -0.0981 0.2195 0.0132
C -2.57634 1.42413 -3.52644 0.0435 -0.1037 -0.0707
C -1.63655 1.24213 -2.47676 -0.1151 -0.0335 -0.0427
N -1.57039 2.07021 -1.46652 0.0562 -0.1171 0.1308
C -2.40123 3.13050 -1.48377 0.0552 0.0350 -0.0403
C -3.26255 3.33280 -2.53076 -0.0106 -0.0251 -0.0101
N -3.37556 2.48048 -3.56177 -0.0147 0.0858 0.0144
H -2.31832 -0.44089 -4.25179 0.0535 -0.0603 0.0194
H -3.45089 0.53912 -5.09448 0.0072 0.0008 -0.0098
H -0.96396 0.38794 -2.49110 0.0047 0.0340 0.0057
H -2.37110 3.80110 -0.63359 -0.0062 0.0008 0.0105
H -3.91699 4.19918 -2.54332 -0.0030 -0.0007 -0.0162
C -1.32071 6.34569 1.31410 0.0134 -0.0069 0.0042
N -1.55532 5.11312 2.04741 -0.1463 -0.0768 -0.0168
C -1.79891 5.22068 3.48057 0.0016 0.0039 -0.0024
C -0.93393 4.01295 1.63175 0.1988 0.0729 0.1592
N -0.39664 3.04530 1.31687 -0.1340 0.2636 -0.0554
H -2.20456 6.98017 1.38873 0.0037 0.0041 0.0123
H -1.14423 6.11298 0.26646 -0.0075 0.0058 -0.0011
H -0.45565 6.88955 1.70914 0.0066 0.0008 -0.0106
H -2.71911 5.78190 3.64665 0.0052 0.0098 -0.0014
H -0.97007 5.72606 3.98714 0.0005 -0.0025 0.0048
H -1.90924 4.22307 3.89916 -0.0108 0.0018 -0.0016
Cl 4.85808 -3.92930 0.80264 -0.0493 -0.0361 0.0794
C 4.86431 -2.65423 -0.36734 -0.0343 0.0120 -0.0307
C 3.90913 -2.61261 -1.36362 0.0504 -0.0395 0.0314
C 3.97275 -1.59800 -2.30791 0.0355 0.0615 -0.0184
C 4.93091 -0.59338 -2.25654 -0.0212 0.0339 0.0899
C 4.96137 0.52829 -3.28462 0.0623 -0.0303 -0.0605
C 4.67009 1.93964 -2.74676 -0.0520 -0.0641 0.0685
N 3.39118 2.16656 -2.08226 0.1451 0.1394 0.1592
C 2.55634 3.21763 -2.39269 -0.0779 -0.1354 -0.1588
C 1.46996 3.08646 -1.58514 -0.0391 0.0733 0.0538
N 1.62881 2.00709 -0.75917 0.1480 -0.0551 0.0495
C 2.79625 1.48843 -1.06580 -0.0926 -0.0356 -0.1107
O 4.22544 0.21323 -4.45082 -0.1667 -0.0377 0.0166
C 2.85373 0.63381 -4.50324 0.0860 -0.0217 -0.0436
C 2.16987 -0.08899 -5.61825 0.0024 -0.0469 -0.0238
C 2.46892 0.03969 -6.93859 0.0514 0.0527 -0.0044
Cl 3.67453 1.06450 -7.62723 -0.0102 -0.0176 0.0219
S 1.47109 -0.91981 -7.94826 -0.0187 -0.0182 -0.0410
C 0.60742 -1.50949 -6.58667 -0.0200 -0.0050 0.0667
C 1.08047 -0.99380 -5.42480 -0.0177 0.0820 -0.0279
C 5.87652 -0.68599 -1.23389 0.0674 0.0281 -0.0508
Cl 7.22011 0.44617 -1.13588 -0.0763 0.0522 -0.0356
C 5.85920 -1.69242 -0.29002 -0.0023 0.0114 -0.0027
H 3.10174 -3.33363 -1.38926 -0.0313 -0.0101 -0.0120
H 3.22611 -1.58333 -3.08580 0.0012 0.0076 -0.0187
H 5.99837 0.58964 -3.63460 -0.0219 0.0645 0.0042
H 4.68472 2.60597 -3.61130 0.0485 0.0220 0.0450
H 5.48021 2.23717 -2.08561 0.0608 -0.0431 0.0675
H 2.79451 3.90962 -3.18227 -0.0121 0.0077 0.0002
H 0.57262 3.68145 -1.56510 0.0052 0.0253 0.0306
H 3.21645 0.61133 -0.60179 0.0344 -0.0182 0.0201
H 2.81011 1.71299 -4.68298 -0.0013 0.0076 -0.0310
H 2.31924 0.42318 -3.57559 -0.0030 -0.0737 0.0539
H -0.21259 -2.19796 -6.70935 0.0048 -0.0234 0.0078
H 0.65905 -1.21066 -4.45055 -0.0042 -0.0863 0.0577
H 6.60399 -1.72959 0.49096 0.0051 0.0026 -0.0003
C -1.65180 -6.16990 2.37178 -0.0032 -0.0113 -0.0094
C -1.65329 -4.67983 2.55864 0.0228 -0.0104 0.0024
C -1.97585 -3.84713 1.57358 -0.0310 -0.0083 0.0120
C -1.98952 -2.35590 1.78165 -0.0244 -0.0228 -0.0261
C -3.40417 -2.00861 2.28644 0.0161 -0.0247 0.0023
C -0.87730 -1.89304 2.80216 0.0337 -0.0783 0.0374
C -0.83603 -2.85748 3.98435 0.0009 0.0199 0.0029
C -0.21427 -2.38753 5.26982 0.0113 -0.0188 -0.0041
C -1.19044 -4.13568 3.83479 0.0045 0.0110 -0.0127
C -1.31478 -0.48746 3.32657 0.1001 0.1405 -0.0425
O -1.96995 -0.40284 4.37193 -0.0524 -0.0891 0.0242
O -1.03925 0.51830 2.59503 -0.4497 -0.1408 0.6449
H -2.26050 -6.46317 1.51653 0.0171 0.0138 -0.0160
H -2.02366 -6.68403 3.26319 -0.0217 0.0038 -0.0045
H -0.63338 -6.52584 2.18570 0.0047 -0.0056 0.0358
H -2.30706 -4.22052 0.61289 0.0079 -0.0028 -0.0035
H -4.13901 -2.46282 1.62076 -0.0096 0.0080 -0.0012
H -3.56820 -0.93197 2.31569 -0.0024 0.0077 -0.0028
H -3.52490 -2.39989 3.29820 -0.0054 0.0027 -0.0046
H -0.94767 -1.87755 5.89242 -0.0147 0.0036 -0.0023
H 0.59283 -1.67890 5.07170 -0.0135 0.0032 0.0002
H 0.21042 -3.23831 5.80831 -0.0101 0.0061 0.0125
H -1.04838 -4.82624 4.66335 -0.0036 -0.0013 0.0034
Se -6.23270 0.87620 -1.46748 0.0422 0.0001 0.0216
N -6.95659 1.37253 0.08563 -0.0173 -0.0024 -0.0127
C -5.94420 1.55326 0.90644 -0.0312 0.0180 0.0723
C -6.05304 1.93614 2.28422 -0.0497 -0.0157 -0.1007
C -4.90651 2.04953 2.98262 0.1641 -0.0310 0.0228
C -3.62611 1.80246 2.35154 -0.1151 -0.0658 0.0573
N -3.47013 1.47110 1.11026 -0.0738 0.1141 -0.0726
C -4.61877 1.32902 0.36700 0.1334 -0.0787 0.0492
N -4.56824 0.95558 -0.89202 -0.0317 0.0237 -0.0433
H -7.03134 2.09760 2.71817 0.0047 -0.0016 0.0087
H -4.90758 2.29899 4.03587 -0.0157 -0.0018 -0.0002
H -2.71891 1.82113 2.95052 0.0173 0.0255 -0.0026
```
Forces are in eV/Å.

Calculated values
Total charge: -2
Kohn-Sham gap, Ha: 0.15152

---

Record 2
Here is C43H42HfN6O5S as an isolated structure from the Open Molecules 2025 dataset. Energies are from ωB97M-V with the def2-TZVPD basis set.

Geometry as XYZ:
```
98
Properties=species:S:1:pos:R:3:forces:R:3
Hf 0.20294 -0.20794 0.25619 -0.3714 -0.5562 0.0536
O -2.87026 -2.43477 2.45919 -0.7856 -0.6298 -0.4598
C -1.91038 -1.86622 2.00953 0.7565 0.5187 1.4586
N -1.62261 -1.44309 0.74407 -0.5277 -0.7209 -0.7220
C -2.44802 -1.91609 -0.27662 -0.2292 -0.6769 0.1871
O -3.14391 -2.92220 -0.28222 0.7979 0.9222 0.0756
C -2.44875 -0.99087 -1.46975 -0.1246 0.2094 0.8878
C -3.49153 -1.12304 -2.36764 0.8860 1.1960 0.1110
C -3.66563 -0.10689 -3.29613 -1.1912 -1.5645 -0.3111
C -2.68604 0.81818 -3.44223 1.5193 0.8583 1.0973
C -1.64148 0.88175 -2.50856 0.3368 -1.1053 0.4386
N -1.55403 0.00971 -1.44839 -0.4135 0.8720 -1.7566
C -0.91136 -1.35656 3.05985 0.4601 0.4398 -2.2450
C -1.20370 -1.46698 4.39147 0.2159 0.1825 0.2172
C -0.36991 -0.77784 5.25401 -0.9482 0.4050 0.4079
C 0.74791 -0.16441 4.71279 0.7036 1.0395 2.9281
C 1.02286 -0.14249 3.40048 0.6799 0.5319 -2.2520
N 0.12046 -0.65561 2.54700 0.3927 -0.7786 0.1981
H -4.09587 -1.97501 -2.23416 -0.8987 -0.6636 -0.0158
H -4.54743 -0.10598 -3.94012 0.3326 -0.0183 0.0647
H -2.69751 1.52028 -4.23942 -0.0774 0.5820 -0.4323
H -0.79522 1.56241 -2.64469 -0.5096 -0.1195 0.2373
H -2.12655 -1.97308 4.61293 -0.0776 -0.0816 0.4095
H -0.68032 -0.53916 6.29307 0.5044 -0.6390 -0.6934
H 1.36948 0.43363 5.39124 -0.0407 -0.4220 -0.3313
H 1.94022 0.36378 2.96900 -1.2593 -0.6719 0.5379
O 4.09588 -1.42060 2.17553 -0.8135 -0.1737 -1.1132
S 3.32347 -1.76514 0.98161 1.3397 -0.9846 -1.1334
O 4.03601 -2.41994 -0.14167 -0.6706 0.9326 1.5494
N 2.44149 -0.53812 0.38440 -0.3518 -0.4819 0.6274
C 3.17180 0.60591 0.01991 -1.0329 1.6389 -0.1306
C 4.50860 0.83987 0.22108 0.8500 -0.4376 0.0026
C 5.10057 2.11192 0.14657 -0.3527 -2.1199 0.3357
C 4.29308 3.17526 -0.05153 0.1107 2.0343 0.2865
C 2.93991 2.97791 -0.33022 -1.0520 0.2394 -0.5240
C 1.98125 4.08916 -0.45645 0.0541 0.7351 0.6913
C 0.66498 3.87229 -0.30647 0.6592 0.4809 0.1848
C 0.04465 2.49907 -0.22048 -1.7716 0.7702 -1.6323
N 0.99394 1.48014 -0.69090 0.7777 0.1490 0.4772
C 2.35008 1.69992 -0.38808 1.0143 0.1711 0.1380
C 2.06951 -2.89491 1.46735 0.2140 0.1391 2.2376
C 1.92251 -3.20829 2.83571 1.8601 -0.4242 1.7982
C 1.03257 -4.19129 3.24915 0.9528 1.4276 -0.7263
C 0.15348 -4.64516 2.32546 -1.6559 -0.9934 -1.2272
C 0.14446 -4.26032 1.00261 2.2903 0.8553 -0.2296
C 1.25343 -3.46931 0.54742 -2.3282 -0.7735 0.1123
H 5.10736 0.00703 0.55486 0.2746 0.0491 -0.0742
H 6.13620 2.13305 0.40130 0.5305 0.5047 0.0234
H 4.71991 4.19347 0.16096 -0.7422 -0.8963 -0.6510
H 2.36661 5.14373 -0.47603 -0.3487 -1.1494 -0.1460
H 0.03535 4.75571 -0.27125 -0.2183 -0.1610 -0.0166
H -0.83885 2.59388 -0.99732 1.5145 -0.3996 1.4135
H 2.65040 -2.88593 3.65868 -0.9604 0.1229 -1.7537
H 0.99822 -4.57441 4.23409 0.1397 -0.0731 0.9211
H -0.57104 -5.38434 2.58439 -0.5532 -0.3095 0.4246
H -0.62331 -4.62425 0.35457 -0.1682 -0.1352 -0.4793
H 1.39340 -3.21935 -0.47611 -0.0110 -0.1307 -0.5656
C -2.33012 1.42559 2.69590 -0.4718 -1.6837 1.4348
C -1.88941 2.38770 1.63438 0.5928 -0.2681 0.0089
C -1.64320 3.66187 2.42247 -0.4979 0.2145 -0.6469
C -0.55252 1.87584 1.06674 0.5433 -0.0869 -0.9772
C -3.00851 2.65719 0.60965 -1.0232 -1.0949 -0.2918
C -4.19227 1.86601 0.45880 1.7589 -0.5239 1.4330
C -5.19286 2.26110 -0.39486 -2.6292 -1.5804 0.1949
C -5.14020 3.41067 -1.15015 0.6574 -0.0794 -0.0339
C -3.97467 4.13836 -1.08832 0.6375 0.5055 -0.5391
C -2.94212 3.74972 -0.22723 0.9278 1.2624 0.0344
H -1.60551 1.26913 3.54890 -0.2803 0.5638 -1.0586
H -2.49542 0.39180 2.32891 -0.3269 0.8501 0.0298
H -3.23470 1.79983 3.20056 -0.0069 -0.2787 -0.2346
H -0.97478 3.48829 3.24276 0.3236 -0.0679 0.4505
H -2.60274 4.00323 2.75002 -0.5814 0.4289 0.7046
H -1.26017 4.43112 1.79775 0.6134 0.7647 -0.4417
H 0.21912 2.05290 1.84598 -0.1382 -0.0745 -0.0414
H -4.24846 0.94159 1.08849 -0.3277 0.9011 -0.7900
H -6.17006 1.66550 -0.44951 1.6233 0.6587 0.1666
H -5.95271 3.67834 -1.79915 -0.1843 0.1433 -0.1415
H -3.84184 4.98360 -1.77687 0.0308 -0.1915 0.5503
H -2.02473 4.36520 -0.12838 -0.8564 -0.2401 -0.4309
O 0.58074 -1.65205 -1.56748 -0.5481 0.2642 -0.7015
C 0.63453 -1.40637 -2.78853 0.3193 1.4718 0.1147
C 1.34733 -0.16027 -3.33393 -0.3371 -1.7502 0.2539
C 2.81713 -0.67232 -3.23844 -0.6856 0.0838 0.8277
C 3.19519 -2.01314 -3.84997 -0.7230 0.0255 -1.0286
C 2.58298 -3.30640 -3.25137 0.1660 0.6143 0.4736
C 1.05205 -3.61594 -3.44036 0.8118 -0.2130 -1.7920
N 0.34193 -2.34506 -3.72451 0.4223 -0.0270 0.4243
H 1.24882 0.72654 -2.74400 -0.1331 0.2327 0.5786
H 0.98034 0.05914 -4.32583 0.1866 -0.0983 -0.6043
H 3.04642 -0.69250 -2.16138 0.0144 -0.0834 -0.3104
H 3.40129 0.11413 -3.64941 0.8132 0.5821 -0.4700
H 4.25407 -2.14508 -3.66712 0.3081 0.1088 -0.0519
H 3.08000 -1.97190 -4.94871 -0.0303 -0.0423 0.1872
H 2.82272 -3.11123 -2.19249 -0.1702 -0.9189 -0.0856
H 3.25547 -4.06328 -3.67611 -0.6295 -0.3961 0.5313
H 0.57329 -4.06297 -2.58911 0.0929 -0.3116 0.4238
H 0.89130 -4.28994 -4.33223 0.1097 0.6933 0.9927
H 0.56304 -1.99446 -4.64587 -0.0540 -0.0739 -0.0557
```
Forces are in eV/Å.

Calculated values
Kohn-Sham gap, Ha: 0.23416

---

Table of relative energy (zero: lowest compared OMol25 entry of this formula, charge and spin) (eV), in record order: 2.322, 0.000
Table of lowest unoccupied orbital energy (eV), in record order: 2.9, -0.4
Table of DFT total energy (eV), in record order: -376269.6476, -76594.8940